Here is C4H65AlO32P as an isolated structure from the Open Molecules 2025 dataset. Energies are from wB97M-V/def2-TZVPD.

## Properties
Charge   -1
Max |F|   0.0824 Eh/bohr
Kohn-Sham gap   6.602 eV
E   -3182.93119 hartree
HOMO level   -0.188 hartree

Each line ends with the Löwdin charge.
Cartesian coordinates (Å):
O (-0.18515, -3.36326, -0.24508)  0.02
C (0.23840, -2.35965, 0.38656)  -0.41
O (-0.52671, -1.96150, 1.51040)  -0.02
C (1.59702, -1.69252, -0.10420)  -0.11
C (1.44083, -0.50778, -1.17804)  -0.26
C (0.98456, 0.92472, -0.55504)  -0.29
Al (-0.95555, 1.00990, 0.07890)  0.29
P (-2.43591, -0.33591, -1.12652)  0.59
O (-1.77934, -1.44088, -1.97836)  -0.41
O (-3.44551, -1.15934, 0.01661)  -0.30
O (-3.47132, 0.55732, -2.21183)  -0.29
H (0.10442, -1.69289, 2.21622)  0.11
H (2.17645, -1.37057, 0.81887)  0.11
H (2.19413, -2.52486, -0.61327)  0.10
H (0.76143, -0.74087, -2.05599)  0.08
H (2.48555, -0.32937, -1.62656)  0.08
H (1.18742, 1.71138, -1.36855)  0.04
H (1.73141, 1.17250, 0.28730)  0.05
H (-0.98578, 0.62358, 1.63632)  -0.08
H (-1.51746, 2.50569, 0.00755)  -0.10
H (-3.53990, -2.10097, -0.27204)  0.04
H (-4.25118, -0.04392, -2.29710)  0.06
O (-2.64323, 2.95415, -3.70607)  -0.06
H (-3.56948, 3.21352, -3.78180)  0.04
H (-2.67603, 2.11596, -3.21969)  0.01
O (3.33201, 2.35156, -0.88219)  -0.11
H (3.82808, 2.38765, -1.70950)  0.05
H (3.70477, 3.06954, -0.35631)  0.00
O (3.43030, -3.49430, 1.42471)  -0.06
H (4.37383, -3.61384, 1.58502)  0.02
H (3.05638, -4.37070, 1.57441)  0.04
O (3.90839, 4.79015, -1.43894)  -0.07
H (2.98291, 4.53631, -1.56271)  0.02
H (3.97280, 5.65136, -1.86653)  0.05
O (2.27597, 4.09900, 0.95942)  -0.04
H (1.34265, 3.94858, 1.15842)  0.05
H (2.73410, 3.81163, 1.75907)  0.02
O (-5.42428, -3.06193, 0.15114)  -0.06
H (-5.50565, -2.21329, 0.61355)  0.04
H (-6.11861, -3.03033, -0.51928)  0.07
O (-1.53112, -0.08254, 3.67227)  -0.11
H (-1.28006, -0.73251, 4.34263)  0.03
H (-1.73355, -0.61721, 2.89114)  -0.02
O (2.35847, 3.54975, -3.47694)  -0.06
H (2.61040, 2.90003, -2.80635)  0.00
H (2.15519, 3.01431, -4.25632)  0.01
O (4.67827, -0.46145, -0.28967)  -0.07
H (4.08306, 0.30411, -0.23854)  0.00
H (5.55834, -0.06989, -0.30725)  0.01
O (-4.92855, -6.48105, -0.00815)  -0.05
H (-5.52295, -5.72131, 0.03951)  0.01
H (-4.04753, -6.08699, -0.01864)  0.05
O (1.47447, -0.00464, -4.84986)  -0.06
H (0.54366, 0.24749, -4.92461)  0.02
H (1.45214, -0.83759, -4.35794)  0.01
O (-1.78852, -0.71470, -5.17584)  -0.07
H (-1.89706, -0.96892, -4.24678)  0.00
H (-2.65556, -0.87388, -5.56428)  0.03
O (1.18204, 2.70336, -6.16404)  -0.05
H (0.25540, 2.96093, -6.23762)  0.04
H (1.15358, 1.86907, -5.67445)  0.00
O (5.70076, 2.37893, 0.37499)  -0.05
H (6.19497, 2.41489, -0.45322)  0.05
H (6.07886, 3.09396, 0.90177)  0.05
O (4.97553, -5.21088, 3.27973)  -0.06
H (5.80889, -5.62129, 3.54598)  0.03
H (4.50476, -5.07675, 4.11098)  0.05
O (-1.73866, 1.09872, 6.58860)  -0.05
H (-1.11742, 0.46047, 6.95906)  0.04
H (-1.65708, 0.97655, 5.63218)  0.01
O (-3.83934, 4.22270, -6.32582)  -0.06
H (-3.32458, 3.71587, -5.68350)  0.00
H (-3.61329, 3.82268, -7.17322)  0.03
O (-0.03987, 4.05903, -2.42626)  -0.08
H (-0.96602, 3.80660, -2.54777)  0.00
H (0.02662, 4.92006, -2.85392)  0.03
O (6.87989, -7.40590, 1.99727)  -0.06
H (5.95643, -7.65864, 1.87507)  0.04
H (6.94294, -6.54105, 1.57363)  0.04
O (3.45256, 3.74454, 4.03292)  -0.05
H (4.28299, 3.33696, 4.30499)  0.04
H (2.97340, 3.87697, 4.86044)  0.02
O (1.05590, 2.63324, 5.96044)  -0.05
H (0.12056, 2.48933, 6.16465)  0.01
H (1.51468, 2.34658, 6.75863)  0.04
O (-1.20566, 3.98603, 3.80182)  -0.04
H (-1.91947, 3.42817, 4.13468)  0.05
H (-0.48860, 3.85230, 4.43679)  0.02
O (-4.44546, -1.73780, 2.77936)  -0.05
H (-4.46999, -2.39616, 3.48414)  0.04
H (-3.80968, -2.09785, 2.14473)  0.01
O (-1.90410, 7.00187, 4.02740)  -0.07
H (-1.94775, 7.02481, 4.98971)  0.02
H (-1.54268, 6.12507, 3.83045)  0.00
O (-7.63271, -4.49648, 1.43195)  -0.07
H (-8.22678, -3.73864, 1.47986)  0.04
H (-6.74853, -4.10081, 1.42119)  0.00
O (2.48224, -2.18929, -3.09357)  -0.05
H (3.42614, -2.30722, -2.93066)  0.06
H (2.10635, -3.06534, -2.93858)  0.06
O (-7.21259, -8.60627, -1.34207)  -0.07
H (-6.71105, -8.56688, -2.16427)  0.03
H (-6.84057, -7.89159, -0.80796)  0.01

Cartesian forces (eV/Å) of the 6 atoms listed first:
1.1 3.4 2.3
-0.6 -3.4 -2.4
2.0 -0.6 -0.6
-0.4 0.2 0.1
0.5 1.7 0.4
0.5 -1.0 -0.7

---

Here is C4H6BaO7 as an isolated structure from the Open Molecules 2025 dataset. Energies are from wB97M-V/def2-TZVPD.

## Properties
Max |F|   0.0610 Eh/bohr
Kohn-Sham gap (alpha / beta)   1.946 / 1.942 eV
E   -708.13454 hartree
Energy above the lowest of the compared OMol25 structures with the same formula, charge and spin   6.4 kcal per mole
HOMO level (alpha / beta)   -0.176 / -0.176 hartree

Each line ends with the Löwdin charge.
Cartesian coordinates (Å):
O (-3.49693, 0.33014, -0.11309)  -0.26
C (-2.35833, -0.17646, -0.33350)  -0.83
O (-1.58359, -0.36005, 0.67259)  -0.22
O (-2.02527, -0.49442, -1.54350)  0.04
O (1.57436, -0.37788, -2.20630)  -0.32
C (0.32377, 0.11323, -2.01388)  -0.51
C (-0.69740, -1.01321, -1.81869)  -0.15
Ba (-3.46330, 0.61124, 2.49559)  1.88
H (-0.06574, 0.73582, -2.86048)  0.10
H (0.23792, 0.78836, -1.12255)  0.09
H (-0.39857, -1.69131, -1.00860)  0.12
H (-0.81281, -1.59618, -2.74000)  0.12
C (2.07938, 0.63296, 2.05642)  -0.67
O (1.53595, 1.71644, 2.05914)  0.08
O (1.48648, -0.52779, 1.88154)  0.15
H (0.55188, -0.39880, 1.58932)  0.11
O (3.34786, 0.42938, 2.40558)  0.15
H (3.76436, 1.27854, 2.60041)  0.13

Cartesian forces (eV/Å) of the 6 atoms listed first:
-1.6 0.6 0.8
1.1 -0.1 0.9
-0.2 0.0 1.0
-1.0 0.2 0.2
-1.0 0.2 0.2
1.1 -0.2 -0.3

---

Here is a single C4H6Br2 molecule from the Open Molecules 2025 dataset. Energies are from wB97M-V/def2-TZVPD.

## Properties
Max |F|   0.0692 Eh/bohr
Kohn-Sham gap (alpha / beta)   7.803 / 8.470 eV
E   -5303.90172 hartree
Energy above the lowest of the compared OMol25 structures with the same formula, charge and spin   57.7 kcal per mole
HOMO level (alpha / beta)   -0.306 / -0.322 hartree

Each line ends with the natural charge from an NBO analysis.
Cartesian coordinates (Å):
C (0.09925, 0.13813, -1.15551)  -0.59
C (1.18686, 1.21315, -0.75485)  -0.18
C (-0.93621, -0.25391, -0.07956)  0.06
C (-0.44782, -1.10576, 1.08480)  -0.71
Br (2.33805, 0.77032, 0.71198)  0.05
Br (-2.17438, 1.09945, 0.45382)  0.03
H (-0.57130, 0.49987, -1.92921)  0.24
H (0.62447, -0.75466, -1.61827)  0.23
H (0.77351, 2.22762, -0.82003)  0.19
H (0.36520, -1.61295, 0.76731)  0.22
H (-1.28043, -1.70315, 1.42313)  0.23
H (0.02278, -0.51810, 1.91638)  0.23

Cartesian forces (eV/Å) of the 6 atoms listed first:
0.4 -0.4 -0.2
-2.2 -1.2 0.2
2.2 0.3 1.2
-2.1 2.7 0.5
-0.5 0.5 -0.9
0.2 -0.3 -0.4

---

Here is a single C4H6Br2N2 molecule from the Open Molecules 2025 dataset. Energies are from wB97M-V/def2-TZVPD.

## Properties
Max |F|   0.0707 Eh/bohr
Kohn-Sham gap (alpha / beta)   8.086 / 8.084 eV
E   -5413.33675 hartree
Energy above the lowest of the compared OMol25 structures with the same formula, charge and spin   136.1 kcal per mole
HOMO level (alpha / beta)   -0.312 / -0.312 hartree

Each line ends with the natural charge from an NBO analysis.
Cartesian coordinates (Å):
C (-1.01307, 0.84950, -0.42217)  -0.13
C (-0.00058, 0.08047, -0.27663)  0.28
C (-2.22193, -0.44323, 1.29468)  -0.13
C (1.20844, -0.47995, -0.75612)  -0.72
N (-2.08247, 0.80416, 0.51100)  -0.49
N (-1.24165, -1.42956, 0.97357)  -0.55
Br (-3.62170, 1.74564, -0.08580)  0.17
Br (-1.73462, -2.72796, -0.33717)  0.09
H (-0.76435, 1.86333, -1.02386)  0.27
H (-1.97779, -0.14192, 2.37015)  0.22
H (-3.20736, -0.92139, 1.09086)  0.22
H (1.69054, 0.37740, -1.32192)  0.26
H (0.92000, -1.30655, -1.40271)  0.26
H (1.98750, -0.72896, 0.04364)  0.26

Cartesian forces (eV/Å) of the 6 atoms listed first:
-0.2 3.4 0.3
-1.3 -2.8 1.8
-0.2 -0.9 0.2
2.0 0.7 0.2
0.0 1.2 -1.6
2.5 1.6 -1.2

---

Here is a 2-piece molecular cluster, C4H6Br2NO overall from the Open Molecules 2025 dataset. Energies are from wB97M-V/def2-TZVPD.

## Properties
Charge   +1
Max |F|   0.0823 Eh/bohr
Kohn-Sham gap (alpha / beta)   6.743 / 6.746 eV
E   -5433.52027 hartree
Energy above the lowest of the compared OMol25 structures with the same formula, charge and spin   9.5 kcal per mole
HOMO level (alpha / beta)   -0.489 / -0.489 hartree

Each line ends with the natural charge from an NBO analysis.
Cartesian coordinates (Å):
C (-0.78902, 1.98928, 0.32730)  0.16
C (-2.94034, -0.01159, -0.01064)  0.15
C (-0.54788, -0.34092, -0.22373)  -0.03
C (0.10536, 1.09272, 0.06209)  0.06
N (1.48395, 1.01983, -0.04105)  -0.81
O (-1.87048, -0.78403, -0.02591)  -0.45
Br (-4.56160, -0.72190, 0.27363)  0.29
Br (3.85347, -2.37317, 0.31676)  -0.20
H (-1.61513, 2.69326, 0.50709)  0.30
H (-0.46510, -0.38657, -1.30909)  0.23
H (0.15142, -0.94192, 0.19175)  0.24
H (3.06666, -3.50838, 0.12735)  0.20
H (2.10289, 0.62969, -0.72267)  0.44
H (2.02581, 1.64370, 0.52712)  0.42

Cartesian forces (eV/Å) of the 6 atoms listed first:
-0.8 -0.6 -0.1
3.5 1.7 0.3
-1.8 1.9 -3.3
-0.4 0.1 -0.3
-0.5 1.0 1.4
-1.6 0.0 1.0

---

Here is C4H6BrF3O as an isolated structure from the Open Molecules 2025 dataset. Energies are from wB97M-V/def2-TZVPD.

## Properties
Max |F|   0.0895 Eh/bohr
Kohn-Sham gap (alpha / beta)   8.669 / 7.789 eV
E   -3104.69981 hartree
Energy above the lowest of the compared OMol25 structures with the same formula, charge and spin   73.1 kcal per mole
HOMO level (alpha / beta)   -0.323 / -0.296 hartree

Each line ends with the natural charge from an NBO analysis.
Cartesian coordinates (Å):
C (1.18132, -0.70470, -1.66023)  -0.69
C (-0.92558, -1.32599, -0.24080)  -0.13
C (0.48871, -0.76969, -0.37246)  -0.09
C (-0.07154, 2.38712, 1.31562)  0.89
O (-1.09042, -2.00429, 1.02340)  -0.72
F (0.60690, 3.20089, 2.18606)  -0.34
F (-1.15600, 1.87766, 1.99317)  -0.36
F (-0.49095, 2.96853, 0.19079)  -0.33
Br (1.10417, 0.10850, 1.10902)  0.22
H (2.34666, -0.91422, -1.69863)  0.24
H (1.20525, 0.38489, -2.01585)  0.23
H (0.61376, -1.17850, -2.38245)  0.23
H (-1.20229, -2.17957, -1.00722)  0.21
H (-1.61034, -0.51125, -0.21176)  0.18
H (-0.99966, -1.33939, 1.77133)  0.47

Cartesian forces (eV/Å) of the 6 atoms listed first:
3.3 3.2 0.5
0.8 -2.2 0.6
-0.7 -1.2 -0.2
-0.5 -0.1 1.5
0.1 1.0 1.0
-1.0 -0.4 -1.5

---

Here is a single C4H6BrFO molecule from the Open Molecules 2025 dataset. Energies are from wB97M-V/def2-TZVPD.

## Properties
Max |F|   0.0703 Eh/bohr
Kohn-Sham gap   11.164 eV
E   -2905.11867 hartree
Energy above the lowest of the compared OMol25 structures with the same formula, charge and spin   0.0 kcal per mole
HOMO level   -0.390 hartree

Each line ends with the natural charge from an NBO analysis.
Cartesian coordinates (Å):
C (1.78227, -0.22367, -0.24658)  -0.68
C (0.50504, 0.44708, 0.18826)  0.20
F (0.37807, 1.51418, -0.65408)  -0.35
C (-0.73503, -0.45598, 0.09854)  -0.56
C (-1.94617, 0.42648, 0.22750)  0.57
O (-1.93171, 1.54727, 0.65514)  -0.48
Br (-3.60704, -0.62933, -0.08877)  -0.08
H (1.72657, -0.62551, -1.29792)  0.22
H (2.70296, 0.36265, -0.30705)  0.24
H (2.28846, -1.11748, 0.22629)  0.23
H (0.50152, 0.84729, 1.19414)  0.18
H (-0.82131, -0.90662, -0.86431)  0.24
H (-0.84363, -1.18636, 0.86884)  0.26

Cartesian forces (eV/Å) of the 6 atoms listed first:
2.4 -2.3 -1.4
0.5 -1.2 0.7
-0.4 0.6 -0.7
-0.1 1.8 -0.9
0.1 1.5 1.7
-0.8 -1.9 -1.0

---

Here is a 2-piece molecular cluster, C4H6BrN overall from the Open Molecules 2025 dataset. Energies are from wB97M-V/def2-TZVPD.

## Properties
Max |F|   0.0156 Eh/bohr
Kohn-Sham gap   10.057 eV
E   -2784.73148 hartree
Energy above the lowest of the compared OMol25 structures with the same formula, charge and spin   11.9 kcal per mole
HOMO level   -0.339 hartree

Each line ends with the natural charge from an NBO analysis.
Cartesian coordinates (Å):
C (-1.26814, 0.64401, 0.23374)  -0.64
C (0.15257, 1.02568, -0.01790)  -0.20
C (1.17428, 0.32120, 0.43262)  -0.28
Br (2.96442, 0.77472, 0.00833)  0.02
H (-1.58106, -0.08517, -0.51296)  0.22
H (-1.92215, 1.51021, 0.15070)  0.22
H (-1.38627, 0.19908, 1.21871)  0.22
H (0.32660, 1.90058, -0.62862)  0.21
H (1.09504, -0.56697, 1.03602)  0.23
C (2.51738, -2.87614, -0.44236)  0.09
N (1.90266, -3.06894, 0.49603)  -0.32
H (3.07733, -2.67236, -1.31694)  0.23

Cartesian forces (eV/Å) of the 6 atoms listed first:
-0.1 0.0 0.0
0.2 0.0 0.0
0.0 0.2 -0.2
0.0 0.0 0.0
-0.2 0.0 0.0
0.0 0.0 0.1

---

Q: Number 7 is which compound?
A: C4H6BrFO

---

Q: Which of these has the highest E?
A: C4H6BaO7

---

Q: What is the E in the fourth record?
A: -5413.33675 hartree

---

Q: Among the records above, which one has the lowest max |F|?
A: C4H6BrN